{
  "formula": "C26H45CsF3N10O6PS",
  "method": "wB97M-V/def2-TZVPD",
  "elements": ["Cs", "C", "C", "N", "C", "C", "N", "C", "C", "N", "H", "H", "H", "H", "H", "H", "H", "H", "H", "H", "H", "H", "H", "H", "H", "F", "C", "F", "F", "C", "C", "C", "C", "N", "C", "S", "H", "H", "H", "C", "C", "N", "C", "C", "N", "C", "O", "O", "C", "O", "O", "H", "H", "H", "H", "H", "C", "C", "N", "C", "C", "N", "C", "C", "H", "H", "H", "H", "H", "H", "H", "H", "H", "H", "H", "H", "N", "C", "P", "O", "O", "C", "N", "H", "H", "H", "H", "H", "H", "H", "H", "H", "H"],
  "positions_angstrom": [[0.245, 0.012, 0.010], [-4.421, 1.153, 0.975], [-3.443, 1.673, 2.033], [-2.206, 2.132, 1.422], [-2.297, 3.329, 0.606], [-1.607, 3.182, -0.753], [-2.003, 1.979, -1.474], [-3.416, 1.863, -1.840], [-3.995, 0.525, -1.359], [-3.747, 0.242, 0.051], [-5.249, 0.649, 1.483], [-4.867, 2.003, 0.443], [-3.950, 2.446, 2.629], [-3.179, 0.859, 2.709], [-1.451, 2.157, 2.093], [-3.350, 3.573, 0.452], [-1.864, 4.205, 1.104], [-1.788, 4.108, -1.322], [-0.526, 3.119, -0.585], [-1.409, 1.840, -2.280], [-3.973, 2.697, -1.407], [-3.554, 1.940, -2.923], [-5.070, 0.488, -1.563], [-3.519, -0.268, -1.935], [-2.752, 0.413, 0.181], [5.264, 0.491, -3.383], [4.976, -0.793, -3.731], [4.321, -0.742, -4.895], [6.171, -1.361, -3.994], [4.237, -1.535, -2.651], [4.853, -2.634, -2.082], [4.196, -3.358, -1.100], [2.933, -2.931, -0.744], [2.320, -1.878, -1.276], [2.940, -1.150, -2.224], [2.098, 0.226, -2.887], [5.841, -2.925, -2.408], [4.649, -4.220, -0.631], [2.373, -3.464, 0.019], [-3.059, -2.568, 2.105], [-2.017, -1.958, 2.975], [-1.244, -0.948, 2.654], [-0.442, -0.713, 3.744], [-0.729, -1.598, 4.742], [-1.728, -2.400, 4.229], [-0.209, -1.744, 6.123], [0.034, -3.028, 6.501], [-0.061, -0.841, 6.886], [0.632, 0.321, 3.761], [1.679, 0.149, 4.334], [0.309, 1.417, 3.086], [-3.357, -1.848, 1.341], [-3.937, -2.855, 2.686], [-2.676, -3.464, 1.610], [-2.253, -3.089, 4.743], [0.112, -3.595, 5.724], [-2.521, -2.948, -1.954], [-2.710, -4.280, -2.729], [-2.075, -4.195, -4.044], [-2.671, -3.084, -4.786], [-2.451, -1.751, -4.020], [-1.745, -2.002, -2.760], [-0.443, -2.607, -3.071], [-0.646, -3.924, -3.866], [-1.981, -3.108, -1.016], [-3.480, -2.488, -1.703], [-3.769, -4.507, -2.876], [-2.265, -5.121, -2.192], [-3.735, -3.294, -4.919], [-2.215, -3.052, -5.777], [-3.405, -1.268, -3.798], [-1.851, -1.049, -4.604], [0.082, -2.787, -2.132], [0.150, -1.879, -3.626], [-0.199, -4.776, -3.347], [-0.187, -3.867, -4.855], [2.463, 3.036, 3.203], [2.938, 3.758, 2.009], [3.394, 2.525, 0.737], [4.864, 2.248, 0.749], [2.381, 1.430, 0.808], [3.177, 3.374, -0.904], [3.964, 2.506, -1.824], [2.374, 3.667, 3.991], [3.130, 2.318, 3.479], [1.110, 2.041, 3.063], [3.798, 4.404, 2.204], [2.120, 4.376, 1.627], [3.610, 4.374, -0.898], [2.146, 3.408, -1.254], [4.320, 2.988, -2.644], [3.355, 1.705, -2.177], [4.748, 2.129, -1.261]],
  "lowdin_charge": [0.976, -0.212, -0.205, -0.075, -0.203, -0.227, -0.099, -0.194, -0.207, -0.058, 0.110, 0.099, 0.117, 0.100, 0.076, 0.103, 0.119, 0.116, 0.090, 0.101, 0.100, 0.117, 0.120, 0.068, 0.030, 0.097, -0.594, 0.128, 0.118, -0.127, -0.008, -0.059, -0.151, -0.056, -0.698, 0.522, 0.120, 0.101, 0.107, 0.006, -0.355, 0.113, -0.130, -0.095, 0.166, -0.455, 0.117, 0.164, -0.490, 0.127, 0.023, 0.058, 0.084, 0.081, 0.171, 0.113, -0.163, -0.156, -0.165, -0.156, -0.158, -0.162, -0.169, -0.148, 0.105, 0.107, 0.112, 0.112, 0.112, 0.113, 0.101, 0.118, 0.088, 0.084, 0.113, 0.115, -0.034, -0.286, 0.362, -0.347, -0.579, -0.201, 0.065, 0.098, 0.094, 0.067, 0.088, 0.088, 0.099, 0.086, 0.149, -0.027, 0.117],
  "e_above_lowest_kcal_mol": 0.3,
  "energy_ha": -3076.19012,
  "e_lumo_ev": -0.172,
  "multiplicity": 1,
  "charge": 0
}